The following is a DFT calculation (ωB97M-V with the def2-TZVPD basis set) of a cluster of 3 separate species, C17H27BFN2O7 in total.

The geometry in ORCA input format:
```
! RIJCOSX wB97M-V def2-TZVPD def2/J DEFGRID3
* xyz 1 1
C -2.82820 -0.79546 -2.14024
B -1.47894 -0.92371 -2.97412
O -1.52780 -0.99747 -4.36714
N -0.15691 -0.91530 -2.15217
C 1.04139 -0.48502 -2.95844
C 1.96446 0.53078 -2.16558
C 2.42953 0.00061 -0.76059
F 1.31023 1.78297 -2.02870
C 0.06078 -2.20997 -1.40232
C 0.38572 -3.39475 -2.18848
C 0.61866 -4.57722 -1.33906
C 0.49017 -4.37536 0.09226
N 0.15253 -3.27142 0.79376
C -0.07133 -2.16404 0.05666
H -2.72543 -1.47160 -1.24264
H -3.74009 -1.00140 -2.75152
H -2.92660 0.25410 -1.72535
H -1.29019 -1.89922 -4.65480
H -0.29709 -0.16909 -1.44670
H 1.70127 -1.31954 -3.28937
H 0.73997 0.06953 -3.89134
H 2.89954 0.64290 -2.78209
H 2.45846 -1.12232 -0.71010
H 1.68796 0.34440 0.01059
H 3.47047 0.34195 -0.53055
H 0.47881 -3.41675 -3.29320
H 0.89761 -5.56687 -1.77053
H 0.71010 -5.28150 0.71476
H -0.33438 -1.19729 0.54882
C -2.67973 -3.50261 5.19361
C -2.65372 -2.27063 4.31842
C -3.90167 -1.43787 4.40658
O -3.95233 -0.82834 3.11469
C -3.30917 -1.66155 2.26041
O -3.33754 -1.55958 1.06892
O -2.63136 -2.62767 2.93052
H -1.73376 -4.04149 5.11614
H -2.84626 -3.24103 6.23943
H -3.46077 -4.19430 4.87046
H -1.75974 -1.67569 4.53068
H -3.84405 -0.68193 5.18894
H -4.81063 -2.02834 4.54928
C 2.15134 4.45468 -1.40544
C 2.16955 5.42491 -0.24603
C 2.97414 6.66931 -0.50644
O 3.40969 7.03228 0.80255
C 3.45817 5.88645 1.53628
O 3.96647 5.79154 2.60559
O 2.84646 4.85896 0.87842
H 1.52363 3.60193 -1.16872
H 1.76987 4.92766 -2.31210
H 3.15198 4.06202 -1.60246
H 1.14650 5.66773 0.05924
H 2.37725 7.46632 -0.94950
H 3.85501 6.49528 -1.13130
*
```

Results
- calculated total energy (a.u.) = -1424.69584
- LUMO (eV) = -3.362
- orbital gap (eV) = 9.159
- relative energy (zero: lowest compared OMol25 entry of this formula, charge and spin) (kJ/mol) = 141.3
- HOMO energy (hartree) = -0.460

---

The following is a DFT calculation (ωB97M-V with the def2-TZVPD basis set) of a cluster of 3 separate species, C17H27BN3O8P in total.

The geometry in ORCA input format:
```
! RIJCOSX wB97M-V def2-TZVPD def2/J DEFGRID3
* xyz 0 1
C 1.53059 -3.18052 1.42704
O 1.70122 -4.39879 0.64524
B 0.75578 -4.44558 -0.46510
O -0.68055 -4.36246 -0.25820
C 1.44336 -4.63914 -1.94964
C 1.63959 -6.12976 -2.46633
C 2.29848 -6.35579 -3.83896
C 2.81320 -5.17997 -4.77323
N 3.40799 -5.56640 -6.02268
C 3.84337 -4.38850 -6.69781
C 3.70772 -2.92413 -6.19740
N 3.06981 -2.58177 -4.97122
C 2.62003 -3.73945 -4.24953
C 1.93070 -3.47744 -2.84473
P 1.72700 -1.65155 -2.30837
N 0.64496 -0.89222 -3.24666
H 0.86819 -2.38901 0.93329
H 2.58777 -2.78143 1.65350
H 1.06993 -3.49062 2.44208
H -0.99077 -3.43191 -0.34452
H 1.32657 -7.05655 -1.87898
H 2.46364 -7.43945 -4.19992
H 4.37470 -4.54404 -7.71094
H 4.12722 -2.07237 -6.83600
H 3.02411 -1.01063 -2.44929
H 1.25642 -1.55803 -0.95165
H 1.08978 -0.11177 -3.75168
C -3.76380 2.16079 -1.62210
C -2.41460 1.97638 -2.29266
O -1.55179 3.09309 -2.03738
C -1.00658 3.13657 -0.81204
O -1.17178 2.32726 0.07108
O -0.26356 4.25386 -0.72439
C 0.29233 4.47562 0.56941
H -4.21176 3.11341 -1.91763
H -4.44190 1.34878 -1.89019
H -3.66660 2.18093 -0.53378
H -2.55444 1.93032 -3.37494
H -1.93488 1.04134 -1.98941
H 0.86005 3.60846 0.91433
H -0.50157 4.72171 1.27851
H 0.97186 5.32626 0.50301
C -0.95515 3.98066 7.79831
C -1.31180 2.67236 7.11676
O -2.41719 2.83873 6.21960
C -2.13263 3.44049 5.05329
O -1.04584 3.83624 4.70256
O -3.27347 3.55207 4.35144
C -3.12900 4.27031 3.12892
H -1.83308 4.40855 8.28946
H -0.16984 3.82737 8.54057
H -0.60400 4.72145 7.07598
H -1.62869 1.94822 7.87085
H -0.45337 2.24003 6.59438
H -2.33531 3.84699 2.50865
H -2.93294 5.32503 3.33773
H -4.06946 4.19599 2.58139
*
```

Results
- calculated total energy (a.u.) = -1796.22276
- LUMO (eV) = -1.175
- structure (SMILES) = COB(O)c1ccc2nccnc2c1[PH2]=N.CCOC(=O)OC.CCOC(=O)OC
- orbital gap (eV) = 7.124
- HOMO energy (hartree) = -0.305

---

The following is a DFT calculation (ωB97M-V with the def2-TZVPD basis set) of a structure of composition C17H27BaN2O2P.

The geometry in ORCA input format:
```
! RIJCOSX wB97M-V def2-TZVPD def2/J DEFGRID3
* xyz 0 1
C 3.19281 0.58778 -3.70437
C 3.46842 1.32280 -2.55439
C 2.59456 1.23765 -1.46383
C 1.61583 0.36418 -1.75736
C 1.19289 -0.38270 -2.79865
C 2.09286 -0.25576 -3.85998
C 2.77743 2.07167 -0.20524
C 1.51742 2.70436 0.42198
N 1.10717 3.97519 -0.10177
Ba 0.35788 -0.22858 0.23159
C -0.16131 -1.12622 -2.87648
P -1.51734 -0.17819 -2.12766
H 4.29061 2.01198 -2.42841
H 1.84756 -0.78898 -4.76908
H 3.87663 0.68752 -4.52464
H -0.09489 -2.13493 -2.41259
H -0.43866 -1.24859 -3.92869
H 3.26228 1.48449 0.59874
H 3.42981 2.90790 -0.48691
H 0.58505 2.12305 0.26300
C -3.01611 -1.12669 -1.99737
C -1.69099 1.34640 -3.03166
H 1.62102 2.73507 1.52080
C 0.60408 3.95651 -1.46770
C 0.23400 4.68517 0.81457
H -1.56296 -0.67101 1.54414
H 0.41939 4.99387 -1.77226
H 1.33162 3.49934 -2.14901
H -0.35649 3.40972 -1.57317
H 0.08328 5.70091 0.44010
H -0.75668 4.20561 0.93391
H 0.71249 4.72712 1.80024
H -2.08562 1.02135 -3.99863
H -2.39047 2.00313 -2.49001
H -0.72692 1.86311 -3.13400
H -3.27385 -1.29988 -3.04632
H -2.82297 -2.05462 -1.43327
H -3.75585 -0.50961 -1.46131
H -1.57712 0.05703 1.60470
O 2.84171 -2.38951 0.03077
C 2.40813 -1.96507 1.10257
C 1.71187 -2.77325 2.20769
C 1.10612 -1.74336 3.15748
C 1.63178 -0.38513 2.67605
O 1.36784 0.72527 3.15894
N 2.39330 -0.60949 1.50768
H 0.93878 -3.44155 1.78915
H 2.47494 -3.39401 2.69811
H 0.00226 -1.70915 3.05413
H 1.34297 -1.93290 4.21357
*
```

Results
- calculated total energy (a.u.) = -1290.63600
- LUMO (eV) = -0.283
- orbital gap (eV) = 5.713
- relative energy (zero: lowest compared OMol25 entry of this formula, charge and spin) (kJ/mol) = 254.1
- HOMO energy (hartree) = -0.220

---

The following is a DFT calculation (ωB97M-V with the def2-TZVPD basis set) of a structure of composition C17H27BrO2Rh.

The geometry in ORCA input format:
```
! RIJCOSX wB97M-V def2-TZVPD def2/J DEFGRID3
* xyz 1 5
Rh 0.00000 0.00000 0.00000
C 4.94010 6.20110 -0.00010
C 5.02790 4.65790 -0.00010
C 5.82340 4.24740 -1.25860
C 5.82340 4.24750 1.25830
C 3.66460 3.95550 -0.00010
C 3.58180 2.56590 -0.00010
C 2.33810 1.91640 0.00000
Br 2.38380 0.00150 0.00000
C 1.08190 2.57760 0.00000
O 0.00150 1.89760 0.00000
C 1.15720 4.00390 -0.00010
C 2.44310 4.64150 -0.00010
C -0.07940 4.96460 -0.00010
C -1.49210 4.33300 0.00000
C -0.02390 5.86200 -1.26290
C -0.02380 5.86210 1.26270
H 5.93900 6.65370 -0.00020
H 4.41740 6.57560 0.88780
H 4.41740 6.57560 -0.88810
H 6.79060 4.76190 -1.30020
H 5.27230 4.49850 -2.17270
H 6.03150 3.17210 -1.28500
H 6.79060 4.76190 1.29990
H 6.03150 3.17220 1.28470
H 5.27240 4.49850 2.17240
H 4.48110 1.95920 -0.00010
H 2.46010 5.72570 -0.00010
H -1.66860 3.72510 -0.89420
H -2.26870 5.10890 0.00000
H -1.66860 3.72520 0.89420
H -0.01750 5.25280 -2.17460
H 0.86250 6.50380 -1.28960
H -0.89260 6.52910 -1.31400
H -0.01740 5.25300 2.17440
H -0.89260 6.52920 1.31380
H 0.86260 6.50390 1.28930
C -1.79590 -2.38090 -0.07550
C -2.51850 -1.06140 -0.03360
C -4.02360 -1.07210 -0.03400
O -1.89430 0.00000 0.00000
H -2.49970 -3.21620 -0.10200
H -1.17450 -2.47830 0.81840
H -1.17450 -2.42150 -0.97370
H -4.41140 -2.09300 -0.06640
H -4.38600 -0.53460 -0.91390
H -4.38600 -0.59140 0.87820
H 0.00000 -1.68480 0.00000
*
```

Results
- calculated total energy (a.u.) = -3498.51371
- LUMO (spin up / spin down) (eV) = -3.254 / -6.631
- orbital gap (spin up / spin down) (eV) = 4.839 / 6.321
- HOMO energy (spin up / spin down) (hartree) = -0.297 / -0.476

---

The following is a DFT calculation (ωB97M-V with the def2-TZVPD basis set) of a cluster of 9 separate species, C17H27F4N5O22 in total.

The geometry in ORCA input format:
```
! RIJCOSX wB97M-V def2-TZVPD def2/J DEFGRID3
* xyz 0 1
O 3.77198 -0.48029 -6.55381
C 2.75961 -0.40964 -5.80865
O 2.44407 -1.11782 -4.76674
C 1.33402 -0.73432 -4.03533
C 0.50216 0.00074 -5.19146
F -0.05513 1.12261 -4.62520
O 1.56312 0.36687 -6.08195
H 0.76252 -1.43371 -3.42514
H 1.73546 -0.07793 -3.26326
H -0.32065 -0.57562 -5.61441
O -1.71182 -0.69540 3.35577
C -2.33371 0.34097 3.53167
O -2.50373 1.31995 2.58824
C -3.34652 2.32087 3.13827
C -3.22764 2.12771 4.65794
F -4.42890 2.02467 5.07366
O -2.78427 0.77874 4.73194
H -3.03269 3.32496 2.85291
H -4.35800 2.08494 2.80761
H -2.60419 2.81666 5.22780
O -2.01588 -1.88025 -2.26132
C -2.89773 -1.50736 -3.04151
O -3.87608 -0.72707 -2.76050
C -4.60730 -0.32689 -3.93651
C -3.82037 -0.95855 -5.06443
F -3.20694 -0.00875 -5.76872
O -2.85377 -1.71780 -4.42259
H -5.64704 -0.63903 -3.83846
H -4.56787 0.73448 -4.18158
H -4.37067 -1.70447 -5.63790
O 2.41920 -1.84272 2.71210
C 2.09852 -0.94138 3.41311
O 1.26593 -1.03169 4.47232
C 1.26110 0.17924 5.12822
C 2.47981 0.76640 4.60965
F 3.64452 0.50446 5.34665
O 2.53183 0.29184 3.32411
H 0.37688 0.80241 4.99428
H 1.28191 -0.07887 6.18701
H 2.41943 1.85374 4.56331
C 4.23946 -3.05150 0.01801
N 5.40955 -2.40622 0.83574
O 6.08213 -3.15767 1.61988
O 5.52816 -1.18782 0.65875
H 3.38908 -2.37004 0.04191
H 3.97432 -3.94342 0.58571
H 4.60689 -3.25268 -0.98828
C -2.36381 -5.06696 0.97493
N -3.34621 -3.93647 0.86071
O -2.98848 -2.88520 1.28402
O -4.35382 -4.16948 0.12363
H -2.89636 -5.96252 0.65482
H -2.22226 -5.11685 2.05455
H -1.45914 -4.86879 0.40011
C -0.17019 -1.05636 0.33679
N 0.30460 0.32487 0.00982
O 0.65770 1.03088 0.96273
O 0.46856 0.52377 -1.20629
H -0.40937 -1.75349 -0.46626
H -1.05377 -0.96629 0.96867
H 0.70506 -1.46220 0.84408
C 1.78750 2.93469 -2.87885
N 3.28818 3.17618 -2.96617
O 3.67586 4.33284 -2.90595
O 4.01978 2.28381 -3.34324
H 1.68162 2.54318 -1.86711
H 1.50264 2.17571 -3.60748
H 1.25708 3.88098 -2.77264
C 0.29974 4.24680 1.85596
N 0.47472 3.80500 3.23238
O 1.54254 3.92694 3.72381
O -0.58154 3.48330 3.80819
H -0.43922 3.61425 1.36412
H 1.27818 4.16066 1.38339
H 0.02958 5.29741 1.96241
*
```

Results
- calculated total energy (a.u.) = -2991.97641
- LUMO (eV) = -0.563
- structure (SMILES) = O=C1OC[C@@H](F)O1.O=C1OC[C@@H](F)O1.O=C1OC[C@@H](F)O1.O=C1OC[C@@H](F)O1.C[N+](=O)[O-].C[N+](=O)[O-].C[N+](=O)[O-].C[N+](=O)[O-].C[N+](=O)[O-]
- orbital gap (eV) = 10.151
- relative energy (zero: lowest compared OMol25 entry of this formula, charge and spin) (kJ/mol) = 243.6
- HOMO energy (hartree) = -0.394

---

The following is a DFT calculation (ωB97M-V with the def2-TZVPD basis set) of an isolated molecule of C17H27N3O2S.

The geometry in ORCA input format:
```
! RIJCOSX wB97M-V def2-TZVPD def2/J DEFGRID3
* xyz 0 1
C -4.24932 -1.74162 1.93196
O -4.02016 -1.19246 0.65719
C -3.67129 0.17099 0.69904
C -3.51654 0.67385 -0.74610
N -2.82197 1.93420 -0.82799
C -1.50575 2.13471 -0.54131
S -0.97508 3.68745 -0.32104
N -0.69746 1.06634 -0.49135
C 0.71204 1.10070 -0.14971
C 1.49944 0.37614 -1.24836
C 2.85539 -0.20539 -0.79921
C 3.95470 0.85582 -0.66015
C 3.69952 1.80315 0.50731
C 3.35580 1.00991 1.76408
C 2.29833 -0.07445 1.51513
C 0.89024 0.48063 1.24322
N 2.78299 -0.92783 0.45233
C 2.32579 -2.30139 0.40542
C 1.01639 -2.58627 -0.27118
C 0.75188 -3.04557 -1.52998
C -0.65868 -3.09406 -1.65368
C -1.15298 -2.66683 -0.46182
O -0.14717 -2.36354 0.38216
H -3.35132 -1.67674 2.55869
H -4.51218 -2.78602 1.77753
H -5.07265 -1.22869 2.44218
H -2.72360 0.30434 1.24599
H -4.44453 0.75074 1.22504
H -4.50168 0.79617 -1.19788
H -2.98786 -0.09118 -1.32387
H -3.37644 2.77332 -0.74318
H -1.09567 0.14686 -0.61535
H 0.97689 2.15951 -0.12483
H 1.66083 1.05859 -2.08407
H 0.88716 -0.44903 -1.61934
H 3.17475 -0.91672 -1.57115
H 4.04419 1.41726 -1.59115
H 4.89548 0.32883 -0.48802
H 2.89805 2.49720 0.26412
H 4.59538 2.40028 0.69202
H 3.01060 1.68163 2.55131
H 4.25789 0.50610 2.11782
H 2.23676 -0.68233 2.42720
H 0.63608 1.22363 2.00109
H 0.18531 -0.34741 1.34453
H 3.09176 -2.87774 -0.12668
H 2.27916 -2.66192 1.43702
H 1.47159 -3.31188 -2.27697
H -1.22126 -3.40400 -2.51036
H -2.15626 -2.53498 -0.10514
*
```

Results
- calculated total energy (a.u.) = -1376.90335
- LUMO (eV) = 0.707
- structure (SMILES) = COCCNC(=S)N[C@@H]1C[C@H]2CCC[C@@H](C1)N2Cc1ccco1
- orbital gap (eV) = 8.615
- relative energy (zero: lowest compared OMol25 entry of this formula, charge and spin) (kJ/mol) = 91.5
- HOMO energy (hartree) = -0.291